No. 1
The following is a quantum chemistry calculation of 2 unconnected molecules or ions with the total composition C5H6N2S at a distorted geometry, from the OMol25 dataset.

```
14
C5H6N2S (wB97M-V/def2-TZVPD)
S 2.47 1.28 0.02
N -1.92 1.86 0.11
N -0.10 0.60 -0.04
C 1.68 -1.87 0.12
C -1.19 -0.22 -0.25
C 1.20 0.31 -0.02
C -0.63 1.87 0.18
C -2.29 0.57 -0.16
H 2.64 -1.79 0.59
H -0.01 2.71 0.38
H 1.67 -2.15 -0.91
H 0.88 -2.25 0.73
H -1.08 -1.26 -0.47
H -3.32 0.32 -0.28
```

The orbital gap comes out at 0.3013 Eh. The value obtained for the HOMO energy is -8.500 eV. The lowest unoccupied orbital energy comes out at -0.30 eV. Its spin multiplicity is 1.

No. 2
The following is a quantum chemistry calculation of C5H6N2S in the gas phase at a distorted geometry, from the OMol25 dataset.

```
14
C5H6N2S (wB97M-V/def2-TZVPD)
S 0.92 2.57 1.57
N 0.24 2.19 0.13
N 0.32 -1.92 0.88
C 0.14 -0.75 -1.04
C 0.49 -1.98 -0.51
C -0.59 -0.12 0.04
C -0.27 -0.74 1.18
C -0.99 1.34 0.00
H -1.45 1.60 -0.97
H 1.17 -2.65 -0.97
H -1.58 1.58 0.85
H 0.85 1.74 -0.64
H 0.72 -2.55 1.51
H 0.05 -0.31 -2.04
```

The orbital gap (spin up / spin down) comes out at 0.2874 / 0.2483 Eh. The value obtained for the HOMO energy (spin up / spin down) is -8.473 / -8.136 eV. The lowest unoccupied orbital energy (spin up / spin down) comes out at -0.65 / -1.38 eV. Its spin multiplicity is 1.

No. 3
The following is a quantum chemistry calculation of C5H6N2Se in the gas phase at a distorted geometry, from the OMol25 dataset.

```
14
C5H6N2Se (wB97M-V/def2-TZVPD)
Se 2.35 -0.36 0.15
N -0.21 0.53 0.29
N -0.06 -1.97 0.28
C -1.58 0.39 0.11
C 2.41 1.69 -0.12
C -2.12 -0.87 -0.18
C 0.53 -0.53 0.26
C -1.31 -2.03 0.06
H 1.37 1.84 -0.45
H -1.89 -2.95 0.02
H 3.17 1.81 -0.76
H 2.58 2.02 0.93
H -3.13 -0.90 -0.65
H -2.12 1.33 0.07
```

The orbital gap comes out at 0.3255 Eh. Its structure (SMILES) is C[Se]c1ncccn1. The value obtained for the HOMO energy is -8.378 eV. The lowest unoccupied orbital energy comes out at 0.48 eV. Its spin multiplicity is 1.

No. 4
The following is a quantum chemistry calculation of 2 unconnected molecules or ions with the total composition C5H6N4O2 at a distorted geometry, from the OMol25 dataset.

```
17
C5H6N4O2 (wB97M-V/def2-TZVPD)
O -0.76 1.17 4.01
O 0.83 -0.54 -4.11
N 1.34 -0.96 2.33
N 0.68 -0.58 3.39
N -0.63 0.21 -1.08
N 1.03 -0.12 1.35
C -0.03 0.52 3.08
C -0.46 -0.06 -2.20
C -1.51 -0.32 -4.52
C 0.17 0.85 1.77
C -0.27 -0.33 -3.65
H -0.22 1.60 1.10
H -1.36 0.41 -5.33
H 1.29 -0.29 0.39
H -0.66 0.66 4.83
H -1.59 -1.31 -4.98
H -2.42 -0.04 -4.00
```

The orbital gap comes out at 0.2832 Eh. Its structure (SMILES) is Oc1c[nH]nn1.CC(=O)C#N. The value obtained for the HOMO energy is -8.745 eV. The lowest unoccupied orbital energy comes out at -1.04 eV. Its spin multiplicity is 1.

No. 5
The following is a quantum chemistry calculation of C5H6NO2PS in the gas phase at a distorted geometry, from the OMol25 dataset.

```
16
C5H6NO2PS (wB97M-V/def2-TZVPD)
S -2.87 -1.04 -1.70
P -2.65 -0.67 0.18
O -1.31 2.82 0.34
O -2.62 1.01 0.30
N -0.56 -0.62 0.30
C -0.30 0.64 0.25
C -1.45 1.62 0.28
C 1.11 0.87 -0.08
C 1.73 -0.48 0.14
C 0.57 -1.46 0.24
H 0.51 -1.96 -0.67
H 2.32 -0.73 -0.78
H 0.52 -2.23 0.98
H 1.37 1.08 -1.21
H 2.34 -0.63 0.96
H 1.28 1.79 0.47
```

The orbital gap comes out at 0.2777 Eh. The value obtained for the HOMO energy is -8.445 eV. The lowest unoccupied orbital energy comes out at -0.89 eV. Its spin multiplicity is 1.

No. 6
The following is a quantum chemistry calculation of a gas-phase ion, C5H6NO2S (charge -1) at a distorted geometry, from the OMol25 dataset.

```
15
C5H6NO2S (wB97M-V/def2-TZVPD)
S 2.42 -1.88 -0.45
O -1.16 -3.49 -0.38
O 0.53 -3.59 -1.85
N 2.46 -0.15 -0.42
C 1.13 0.34 0.23
C -0.05 -3.16 -0.84
C 0.71 -2.06 -0.17
C 0.08 -0.72 0.17
C -1.36 -0.55 0.26
H -1.82 -0.07 1.12
H 1.33 0.79 1.23
H 0.75 1.31 -0.35
H -1.66 -0.09 -0.71
H 2.63 0.20 -1.31
H -1.70 -1.67 0.24
```

Its total charge is -1. The orbital gap comes out at 0.2593 Eh. Its structure (SMILES) is CC1=C(C(=O)[O-])SNC1. The value obtained for the HOMO energy is -3.588 eV. The lowest unoccupied orbital energy comes out at 3.47 eV. Its spin multiplicity is 1.

Question: What is the formula in the first record?
Answer: C5H6N2S

Question: Which value of spin multiplicity does entry 6 give?
Answer: 1

Question: spin multiplicity of number 2 (C5H6N2S)?
Answer: 1